# 1
The following is a DFT calculation (the ωB97M-V functional and the def2-TZVPD basis) of the molecule C3H4N2O at a distorted geometry.

Structure (ORCA input):
```
! RIJCOSX wB97M-V def2-TZVPD def2/J DEFGRID3
* xyz 0 1
C 1.434 -0.231 0.013
C -0.077 -0.172 -0.017
C -0.930 0.916 -0.112
H 1.783 -0.549 1.009
H 1.856 0.812 -0.081
H 1.824 -0.896 -0.813
H -0.746 1.942 -0.003
N -2.201 0.363 0.055
N -2.163 -0.901 -0.003
O -0.779 -1.286 -0.048
*
```

Gap between HOMO and LUMO in eV: 10.8
LUMO level in eV: 0.826
Max |F| in Eh/bohr: 0.0677
Energy above the lowest of the compared OMol25 structures with the same formula, charge and spin in kcal per mole: 55.98
HOMO energy in eV: -10.0053
SMILES: Cc1cnno1

Atomic partial charges in e from the natural (NBO) method, atoms 1 to 8: number 1, C, carries -0.67; number 2, C, carries 0.33; number 3, C, carries -0.20; number 4, H, carries 0.24; number 5, H, carries 0.23; number 6, H, carries 0.24; number 7, H, carries 0.22; number 8, N, carries -0.18

# 2
The following is a DFT calculation (the ωB97M-V functional and the def2-TZVPD basis) of a cluster of 2 separate species, C51H58F3N2 in total at a distorted geometry.

Structure (ORCA input):
```
! RIJCOSX wB97M-V def2-TZVPD def2/J DEFGRID3
* xyz 1 1
F 1.836 5.610 -3.424
C 1.678 4.248 -3.598
C 2.672 3.556 -4.291
C 2.553 2.170 -4.324
F 3.580 1.423 -4.863
C 1.464 1.494 -3.801
C 0.398 2.231 -3.218
C -0.863 1.599 -2.944
C -2.049 2.032 -3.602
C -3.200 1.186 -3.624
C -4.410 1.618 -4.135
C -4.518 2.870 -4.759
C -3.363 3.636 -4.875
F -3.439 4.799 -5.608
C -2.139 3.239 -4.365
C 0.555 3.633 -3.073
H 3.494 4.069 -4.777
H 1.336 0.427 -3.982
H -0.851 0.608 -2.497
H -3.082 0.161 -3.268
H -5.286 0.972 -4.040
H -5.453 3.195 -5.204
H -1.265 3.831 -4.614
H -0.255 4.218 -2.633
C -0.635 1.046 4.171
C -1.158 2.233 3.379
C -2.606 1.938 2.966
C -1.137 3.441 4.324
C -0.348 2.603 2.104
C -0.860 3.683 1.382
C -0.187 4.172 0.276
C 1.083 3.695 -0.016
C 1.640 2.588 0.631
C 3.159 2.318 0.316
C 3.709 0.905 0.426
C 3.968 3.197 1.271
C 3.447 2.711 -1.135
C 0.800 1.944 1.595
N 0.918 0.532 1.814
C 0.080 -0.387 1.211
C -1.029 -0.039 0.451
C -2.128 -0.969 0.323
C -2.480 -1.852 1.376
C -3.276 -2.959 1.108
C -3.831 -3.134 -0.165
C -3.632 -2.165 -1.156
C -2.848 -1.046 -0.884
N 0.647 -1.629 1.416
C 0.306 -2.882 0.794
C 0.181 -3.014 -0.626
C 0.990 -2.233 -1.719
C 0.263 -2.348 -3.067
C 2.401 -2.838 -1.833
C 1.167 -0.773 -1.423
C -0.549 -4.114 -1.098
C -0.526 -5.303 -0.380
C -0.001 -5.271 0.900
C 0.170 -4.048 1.580
C 0.156 -4.245 3.125
C -1.029 -5.166 3.475
C -0.021 -3.024 4.015
C 1.451 -4.964 3.519
C 1.759 -1.460 2.244
C 1.876 -0.154 2.536
H 0.392 1.206 4.518
H -1.268 0.911 5.061
H -0.698 0.120 3.592
H -3.103 2.840 2.588
H -2.626 1.173 2.177
H -3.183 1.567 3.825
H -1.527 4.345 3.847
H -1.743 3.234 5.215
H -0.108 3.640 4.649
H -1.796 4.158 1.692
H -0.625 4.978 -0.315
H 1.650 4.228 -0.778
H 3.171 0.208 -0.223
H 4.751 0.912 0.061
H 3.751 0.533 1.451
H 3.715 4.256 1.140
H 3.751 2.911 2.308
H 5.042 3.069 1.094
H 3.508 3.798 -1.270
H 4.403 2.298 -1.489
H 2.673 2.311 -1.800
H -1.038 0.944 -0.022
H -2.121 -1.640 2.384
H -3.463 -3.696 1.890
H -4.405 -4.034 -0.388
H -4.081 -2.297 -2.143
H -2.749 -0.212 -1.576
H -0.794 -2.048 -2.968
H 0.719 -1.697 -3.827
H 0.317 -3.375 -3.454
H 2.930 -2.757 -0.873
H 2.354 -3.896 -2.115
H 2.990 -2.302 -2.592
H 1.711 -0.613 -0.498
H 1.705 -0.281 -2.238
H 0.203 -0.280 -1.328
H -1.053 -4.099 -2.066
H -0.891 -6.237 -0.816
H 0.165 -6.215 1.423
H -0.923 -6.168 3.046
H -1.101 -5.283 4.565
H -1.969 -4.730 3.108
H 0.877 -2.405 4.081
H -0.886 -2.418 3.721
H -0.204 -3.385 5.041
H 2.330 -4.357 3.267
H 1.463 -5.154 4.601
H 1.546 -5.926 3.004
H 2.371 -2.295 2.550
H 2.586 0.348 3.172
*
```

Gap between HOMO and LUMO in eV: 2.8
LUMO level in eV: -5.869
Max |F| in Eh/bohr: 0.0325
HOMO energy in eV: -8.6358

Atomic partial charges in e from the Mulliken method, atoms 1 to 8: number 1, F, carries -0.40; number 2, C, carries 0.16; number 3, C, carries -0.85; number 4, C, carries 0.86; number 5, F, carries -0.36; number 6, C, carries -0.86; number 7, C, carries 1.01; number 8, C, carries 0.91

# 3
The following is a DFT calculation (the ωB97M-V functional and the def2-TZVPD basis) of a cluster of 2 separate species, C4H13N2OS in total at a distorted geometry.

Structure (ORCA input):
```
! RIJCOSX wB97M-V def2-TZVPD def2/J DEFGRID3
* xyz -1 1
C -0.351 0.790 1.624
C 0.841 0.333 0.784
C 0.923 -1.186 0.643
S 1.826 -1.933 2.076
N 0.840 1.055 -0.521
C -0.071 0.604 -1.546
N -0.028 1.484 -2.717
H -0.746 1.743 1.270
H -0.078 1.049 2.653
H -1.160 0.065 1.711
H 1.725 0.686 1.277
H -0.049 -1.666 0.602
H 1.510 -1.456 -0.224
H 1.776 0.938 -0.898
H 0.125 -0.419 -1.892
H -1.123 0.536 -1.237
H 0.852 1.979 -2.713
H -0.806 2.125 -2.668
H -1.929 -1.437 0.674
H -1.739 -3.012 0.633
O -2.337 -2.278 0.469
*
```

Gap between HOMO and LUMO in eV: 6.2
LUMO level in eV: 3.655
Max |F| in Eh/bohr: 0.0304
Energy above the lowest of the compared OMol25 structures with the same formula, charge and spin in kcal per mole: 16.96
HOMO energy in eV: -2.5775

Atomic partial charges in e from the natural (NBO) method, atoms 1 to 8: number 1, C, carries -0.61; number 2, C, carries -0.08; number 3, C, carries -0.54; number 4, S, carries -0.74; number 5, N, carries -0.65; number 6, C, carries -0.05; number 7, N, carries -0.85; number 8, H, carries 0.20

# 4
The following is a DFT calculation (the ωB97M-V functional and the def2-TZVPD basis) of a cluster of 15 separate species, C4H37O16 in total at a distorted geometry.

Structure (ORCA input):
```
! RIJCOSX wB97M-V def2-TZVPD def2/J DEFGRID3
* xyz -1 1
C -1.249 0.469 1.415
O -0.686 1.557 0.677
C -0.445 -0.872 1.351
C -0.321 -1.279 -0.121
C 0.289 -2.669 -0.305
O 0.600 -0.423 -0.814
H -2.199 0.270 0.901
H -1.502 0.937 2.372
H 0.525 -0.575 1.806
H -0.871 -1.592 2.055
H -1.233 -1.292 -0.705
H 1.106 -2.871 0.376
H 0.819 -2.785 -1.261
H -0.393 -3.512 -0.233
H 0.597 0.492 -0.506
H -0.265 1.330 -2.921
H 0.555 0.097 -2.909
O -0.018 0.597 -3.516
H -3.680 -2.640 0.274
H -2.958 -2.006 1.400
O -3.654 -2.661 1.244
H 1.494 3.709 -3.497
H 0.716 3.374 -2.253
O 1.550 3.792 -2.539
H 4.034 -0.751 0.073
H 2.514 -0.791 -0.262
O 3.238 -1.290 0.163
H -1.742 2.951 -1.980
H -0.746 2.397 -0.801
O -0.865 2.639 -1.747
H -3.658 2.246 0.783
H -2.134 2.617 0.423
O -3.082 2.646 0.129
H -0.599 -0.951 -3.723
H -0.005 -2.441 -3.525
O -0.785 -1.923 -3.734
H -3.015 1.220 -0.904
H -1.868 0.529 -1.615
O -2.831 0.510 -1.562
H 2.623 -1.087 1.734
H 1.810 -0.052 2.470
O 2.294 -0.865 2.642
H 4.046 0.610 2.025
H 3.530 1.508 0.954
O 4.379 1.210 1.344
H 1.722 -2.221 3.687
H 0.827 -3.560 3.536
O 1.248 -2.944 4.134
H 0.779 1.700 0.669
H 1.916 2.410 -0.076
O 1.816 1.619 0.478
H -3.020 -1.316 -1.926
H -2.179 -2.368 -2.674
O -2.821 -2.268 -1.955
H 1.594 2.260 2.238
H 0.655 2.077 3.505
O 1.552 2.234 3.207
*
```

Gap between HOMO and LUMO in eV: 9.5
LUMO level in eV: 2.522
Max |F| in Eh/bohr: 0.0521
Energy above the lowest of the compared OMol25 structures with the same formula, charge and spin in kcal per mole: 11.87
HOMO energy in eV: -6.9499

Atomic partial charges in e from the natural (NBO) method, atoms 1 to 8: number 1, C, carries -0.06; number 2, O, carries -1.01; number 3, C, carries -0.47; number 4, C, carries 0.07; number 5, C, carries -0.63; number 6, O, carries -0.82; number 7, H, carries 0.14; number 8, H, carries 0.16

# 5
The following is a DFT calculation (the ωB97M-V functional and the def2-TZVPD basis) of a cluster of 2 separate species, C4H6NO in total at a distorted geometry.

Structure (ORCA input):
```
! RIJCOSX wB97M-V def2-TZVPD def2/J DEFGRID3
* xyz 1 1
C -2.936 0.006 -0.119
C -1.842 -0.907 0.016
C -1.842 0.884 -0.006
C 2.169 0.067 0.254
N -0.974 -0.075 0.625
O 0.985 0.154 -0.367
H -3.961 0.070 -0.095
H -1.567 -1.849 -0.440
H -1.642 1.883 -0.535
H 2.898 0.487 -0.542
H 2.390 -1.062 0.561
H 2.614 0.832 1.066
*
```

Gap between HOMO and LUMO (spin up / spin down) in eV: 7.7 / 7.7
LUMO level (spin up / spin down) in eV: -6.211 / -6.613
Max |F| in Eh/bohr: 0.0573
Energy above the lowest of the compared OMol25 structures with the same formula, charge and spin in kcal per mole: 171.38
HOMO energy (spin up / spin down) in eV: -13.9442 / -14.2972

Atomic partial charges in e from the natural (NBO) method, atoms 1 to 8: number 1, C, carries -0.17; number 2, C, carries 0.23; number 3, C, carries 0.22; number 4, C, carries -0.32; number 5, N, carries -0.18; number 6, O, carries -0.35; number 7, H, carries 0.28; number 8, H, carries 0.28